(1)
C18H36BCl4CoF6NO16S2 | ωB97M-V/def2-TZVPD

```
85
Properties=species:S:1:pos:R:3:forces:R:3
Co 1.817 0.033 0.362 -0.4 -0.9 -2.1
N 2.996 1.019 1.494 0.4 1.9 3.1
S 4.519 1.033 2.034 10.0 -4.2 -3.5
O 4.874 0.083 3.094 -1.8 2.8 -1.0
O 5.335 2.228 1.769 -3.1 -2.4 1.0
F 4.908 0.038 0.810 0.2 0.9 -0.1
S 2.572 1.852 2.931 -6.9 5.6 1.6
O 2.945 3.259 3.058 -0.1 -3.2 -1.5
O 2.528 1.106 4.114 0.6 -1.4 0.2
F 1.049 1.823 2.412 0.9 0.7 0.5
B -0.541 -1.034 0.689 -2.3 -3.6 0.1
F -0.848 -2.249 1.326 0.0 0.4 -0.5
F -1.595 -0.273 0.453 -1.9 0.9 -0.9
F 0.252 -0.347 1.525 3.3 2.3 2.9
F 0.274 -1.254 -0.419 1.1 0.0 -1.4
C -2.159 2.883 2.372 -0.1 -0.5 0.7
Cl -1.909 4.317 1.383 -0.1 -0.1 -0.3
Cl -1.965 3.290 4.108 0.1 -0.2 -0.6
H -3.159 2.465 2.257 0.0 0.4 -0.1
H -1.454 2.106 2.080 0.1 0.3 0.2
C -2.370 -0.971 3.935 0.7 0.8 -0.1
Cl -0.823 -0.088 4.453 -1.1 -0.7 -0.1
Cl -3.743 0.141 3.923 0.1 0.0 0.2
H -2.167 -1.280 2.910 -0.2 -0.2 0.3
H -2.613 -1.777 4.627 0.4 0.2 -0.1
C 1.311 -3.105 4.046 -0.8 -0.2 -0.1
C 2.253 -1.982 3.732 0.0 -0.7 -0.1
O 3.406 -2.594 3.099 0.8 0.3 -3.5
C 3.516 -2.492 1.711 1.6 1.3 3.6
O 2.659 -1.921 1.037 0.6 -0.4 -0.4
O 4.756 -2.860 1.281 -3.1 0.3 -0.1
C 5.814 -3.066 2.214 1.5 0.0 0.5
H 1.125 -3.787 3.216 0.3 0.3 -0.5
H 0.332 -2.650 4.198 0.0 -0.3 0.7
H 1.671 -3.755 4.843 -0.2 0.4 0.3
H 2.668 -1.492 4.612 -0.1 -0.1 -0.1
H 1.757 -1.243 3.102 0.3 -0.1 -0.1
H 6.252 -2.108 2.494 -0.3 0.2 0.0
H 6.603 -3.587 1.671 -0.3 -0.1 -0.1
H 5.617 -3.609 3.139 -0.7 -0.1 -0.4
C 4.692 1.489 -5.082 -0.7 -1.9 0.7
C 3.343 0.758 -4.688 0.3 1.8 -3.7
O 3.079 0.740 -3.344 0.2 -1.5 4.8
C 3.261 -0.329 -2.523 -1.3 -0.7 -2.2
O 2.821 -0.374 -1.363 0.9 0.6 -0.5
O 3.706 -1.405 -3.187 0.7 2.2 0.5
C 3.847 -2.677 -2.542 -0.9 -0.4 0.2
H 5.453 0.820 -4.679 0.5 0.5 0.2
H 4.759 2.504 -4.691 -0.1 -0.2 0.1
H 4.868 1.496 -6.157 -0.4 0.0 0.0
H 3.129 -0.179 -5.202 0.7 -0.3 0.3
H 2.558 1.406 -5.077 -0.2 0.1 0.1
H 4.323 -2.605 -1.565 -0.3 0.1 0.0
H 4.418 -3.346 -3.185 0.0 0.5 -0.1
H 2.814 -3.024 -2.526 0.2 -0.5 0.7
C -4.907 -0.585 0.634 -0.6 0.7 0.3
C -6.071 -1.429 0.105 1.2 0.4 1.8
O -6.544 -0.716 -1.026 -0.8 -0.5 -1.5
C -7.523 -1.280 -1.765 -2.3 -1.4 -0.1
O -8.017 -2.388 -1.618 1.3 1.3 0.2
O -8.021 -0.408 -2.673 2.5 0.6 2.5
C -9.103 -0.654 -3.492 -1.0 -0.5 -1.6
H -5.232 0.452 0.716 -0.1 0.2 -0.5
H -4.011 -0.609 0.014 -0.1 -0.2 0.2
H -4.705 -0.760 1.691 0.3 -0.8 -0.3
H -6.811 -1.473 0.904 -0.5 0.1 -0.3
H -5.710 -2.453 0.009 -0.4 0.0 -1.1
H -8.659 -0.822 -4.473 -0.4 0.3 -0.3
H -9.742 0.229 -3.462 0.2 0.1 -0.2
H -9.762 -1.508 -3.340 0.5 -0.2 0.9
C -1.773 0.858 -3.085 0.2 1.6 1.5
C -1.911 2.058 -2.057 0.4 -2.4 0.3
O -0.729 2.922 -2.012 0.5 -0.6 0.4
C 0.293 2.590 -1.181 -1.9 2.6 -1.0
O 0.544 1.456 -0.768 0.6 0.8 0.3
O 0.926 3.723 -0.837 2.0 -3.2 1.2
C 0.626 5.004 -1.249 -2.7 2.4 -1.7
H -1.849 1.319 -4.070 0.0 -0.6 -0.1
H -2.551 0.131 -2.854 -0.2 0.2 -0.3
H -0.828 0.339 -2.926 0.1 0.2 -0.2
H -1.985 1.714 -1.025 -0.2 -0.5 -0.1
H -2.854 2.569 -2.254 0.7 0.9 -0.2
H 0.517 5.124 -2.327 0.4 -0.5 -0.2
H 1.225 5.859 -0.935 1.0 -1.1 0.6
H -0.368 5.312 -0.926 -0.2 -0.4 0.4
```
Positions in Å, forces in eV/Å.

## Properties
Charge: +1
Multiplicity: 5
Total energy (Eh): -6609.7902



(2)
C52H47InN7O3S4Si | ωB97M-V/def2-TZVPD

```
115
Properties=species:S:1:pos:R:3:forces:R:3
In -0.101 0.915 -0.985 0.1 0.7 0.0
C -0.004 3.621 -4.716 -0.4 -0.3 0.4
C 0.352 2.803 -3.615 2.2 2.6 -1.5
N -0.443 1.975 -3.083 -1.6 -2.2 0.5
C -1.672 1.733 -3.671 -0.7 -1.5 1.9
C -2.200 2.537 -4.673 1.7 2.5 -1.7
C -1.286 3.535 -5.196 -1.0 -1.2 0.7
C -3.519 2.327 -5.147 -1.8 -2.0 0.4
C -4.209 1.208 -4.696 1.6 1.8 0.0
C -3.648 0.292 -3.757 -0.2 -0.8 -1.2
C -3.953 -1.069 -3.755 0.5 1.0 1.4
C -2.933 -1.907 -3.237 -0.4 1.1 0.3
C -1.894 -1.460 -2.511 1.8 0.7 1.1
N -1.979 -0.043 -1.984 -0.5 -1.5 -0.1
C -2.467 0.676 -3.139 1.7 1.8 0.8
H 0.681 4.344 -5.111 0.3 0.2 -0.1
H 1.366 2.975 -3.204 -0.6 -0.4 0.1
H -1.616 4.208 -5.968 -0.2 0.1 -0.3
H -4.091 2.849 -5.923 1.0 0.5 0.2
H -5.133 1.025 -5.164 -1.2 -0.5 -0.3
H -4.921 -1.351 -4.042 -0.9 -0.9 -0.7
H -2.949 -2.906 -3.500 0.1 -2.0 -0.4
H -0.960 -1.996 -2.176 -1.3 0.4 -0.7
C -2.879 -0.069 -0.774 -0.4 2.7 -0.3
H -3.048 0.999 -0.368 0.4 -1.3 -1.0
H -3.839 -0.473 -0.986 -1.0 -0.1 -0.8
C 2.967 0.342 2.036 -1.3 3.4 1.2
S 4.021 0.690 3.439 0.0 -1.5 0.7
C 2.882 -0.085 4.690 1.3 -0.8 -1.0
O 4.028 2.149 3.600 -0.2 1.1 0.2
H 1.938 0.719 2.376 1.1 -1.1 -0.8
H 3.098 -0.654 1.751 -0.2 -1.5 -0.7
H 3.301 1.108 1.315 0.1 -0.7 -0.2
H 1.947 0.417 4.648 -0.8 0.5 0.0
H 3.340 -0.034 5.681 -0.1 -0.1 -0.2
H 2.755 -1.133 4.320 0.1 0.7 0.5
C 3.115 6.514 -0.417 -2.3 0.5 -1.1
C 3.430 5.485 0.399 0.6 -1.9 1.0
C 2.509 4.456 0.597 -1.4 -0.4 0.2
C 1.183 4.544 -0.013 0.7 -0.5 1.5
C 0.872 5.654 -0.772 1.5 0.8 -0.6
C 1.860 6.626 -1.011 0.1 -1.7 1.4
Si -0.169 3.258 0.390 1.0 -1.7 -1.1
C -1.959 3.526 0.093 -0.5 1.2 -1.5
C -2.974 3.428 1.030 -0.6 -1.4 -1.5
C -4.305 3.275 0.539 0.6 0.9 2.8
C -4.624 3.537 -0.741 -1.2 0.6 -2.7
C -3.613 3.734 -1.728 0.5 -0.2 2.4
C -2.289 3.684 -1.297 -0.8 0.6 0.8
C -0.070 2.789 2.132 1.7 2.1 4.1
C -0.549 1.630 2.716 -0.9 -2.1 -1.6
C -0.515 1.310 4.073 0.2 0.7 -0.3
C -0.080 2.314 4.928 -0.2 -1.0 1.7
C 0.443 3.521 4.488 -0.7 0.2 -0.7
C 0.494 3.754 3.109 -2.6 -5.0 0.8
H 3.742 7.322 -0.552 1.6 1.4 -0.3
H 4.424 5.491 0.862 -0.5 -0.3 0.0
H 2.729 3.607 1.312 -0.2 1.0 -1.0
H -0.074 5.812 -1.243 -0.7 -0.2 0.0
H 1.630 7.492 -1.540 -0.4 1.3 -1.0
H -2.724 3.234 2.052 -0.1 0.1 0.5
H -5.111 3.163 1.275 0.3 -0.1 -0.3
H -5.719 3.684 -1.004 1.5 -0.6 0.1
H -3.833 3.941 -2.735 -0.4 0.1 -1.1
H -1.468 3.898 -1.978 -0.3 -0.3 -0.1
H -0.976 0.851 2.016 0.6 0.9 0.9
H -0.818 0.312 4.432 0.0 0.8 -0.2
H -0.179 2.092 6.011 0.3 0.4 -0.7
H 0.653 4.325 5.211 0.3 -0.5 -0.5
H 0.899 4.606 2.826 1.7 3.9 -1.7
S -2.434 -4.908 0.525 -0.5 -1.2 -0.2
C -1.942 -3.282 0.833 -0.4 1.6 0.4
C -2.791 -2.342 0.370 1.6 0.7 -0.2
C -2.337 -0.881 0.335 1.8 -0.1 2.1
N -0.823 -0.606 0.387 -0.7 -1.7 0.1
C -0.116 -1.594 0.967 -1.7 -1.6 -0.3
C -0.661 -2.863 1.346 2.0 1.9 -0.7
C -2.157 -5.871 1.978 1.0 0.1 -1.0
C -1.324 -5.459 2.993 0.2 -0.3 1.7
C -1.046 -6.348 4.046 1.1 -0.2 -0.1
N -1.531 -7.609 4.129 -0.1 1.3 0.1
C -2.321 -7.961 3.113 0.1 -1.7 -0.1
C -2.524 -7.210 1.978 -0.8 0.4 0.1
H -3.750 -2.541 -0.050 -0.5 -0.3 -0.3
H -2.695 -0.426 1.299 -0.1 -0.2 -0.5
H 0.960 -1.452 1.018 0.0 0.0 0.2
H 0.109 -3.563 1.612 0.0 -0.3 0.1
H -0.863 -4.484 2.990 -0.2 0.0 0.1
H -0.227 -6.052 4.775 -1.4 -0.4 -0.7
H -2.756 -9.001 3.138 0.6 1.1 0.1
H -3.001 -7.635 1.116 -0.4 -0.1 -0.1
N 3.200 -6.449 2.116 2.7 1.3 0.5
C 3.091 -5.662 1.000 1.1 1.3 -1.5
C 4.095 -4.694 0.739 -1.2 0.2 -1.9
C 4.068 -3.896 -0.409 -0.2 0.3 0.9
C 2.943 -3.962 -1.243 0.5 -0.5 0.2
C 2.073 -5.020 -1.107 -0.9 -0.4 0.2
C 2.146 -5.861 -0.012 0.5 -0.4 1.3
S 2.783 -2.915 -2.618 1.9 -0.6 -1.3
O 1.943 -3.538 -3.605 -0.2 0.0 0.3
O 4.192 -2.731 -3.001 -1.1 0.7 0.1
N 2.062 -1.605 -2.087 -1.2 -1.0 -0.1
C 2.651 -0.482 -1.887 1.4 0.5 0.0
S 4.382 -0.194 -2.013 0.8 -0.2 -0.3
C 4.193 1.473 -1.573 0.3 -0.7 -0.2
C 2.888 1.684 -1.398 -0.6 2.5 1.4
N 2.022 0.632 -1.528 -0.4 0.0 0.0
H 3.906 -6.009 2.766 -1.7 -1.3 -0.6
H 2.378 -6.860 2.454 -1.0 -0.5 0.9
H 4.981 -4.569 1.273 1.1 -0.2 1.5
H 4.930 -3.211 -0.570 -1.0 -0.5 -0.1
H 1.321 -5.189 -1.874 0.1 0.1 0.2
H 1.570 -6.754 0.188 -0.7 0.1 -0.7
H 5.062 2.115 -1.448 -0.5 0.0 -0.1
H 2.482 2.650 -1.002 0.3 -1.1 -0.7
```
Positions in Å, forces in eV/Å.

## Properties
Energy relative to the best compared isomer or geometry (same formula, charge and spin) (eV): 0.000
Charge: -1



(3)
C4H38BO27 | ωB97M-V/def2-TZVPD

```
70
Properties=species:S:1:pos:R:3:forces:R:3
O 39.317 -42.711 38.285 0.0 -0.3 1.4
C 39.175 -41.848 37.479 -3.0 -0.2 2.9
O 39.869 -41.687 36.481 2.9 3.0 -3.1
B 39.249 -40.606 35.609 0.0 1.4 0.0
O 38.093 -40.166 36.376 1.6 2.4 -4.7
C 38.017 -40.887 37.351 -6.2 -1.4 7.3
O 37.008 -40.810 38.111 3.1 -0.8 -1.0
O 38.911 -41.111 34.325 -0.6 -0.9 1.4
C 39.632 -40.487 33.449 -5.1 -2.1 -5.8
O 39.378 -40.655 32.258 1.9 2.5 4.1
C 40.474 -39.577 34.112 2.1 0.3 2.4
O 40.192 -39.511 35.377 -1.2 0.1 1.3
O 41.581 -39.386 33.739 0.6 6.5 0.6
O 39.258 -41.799 30.295 -2.1 0.8 -1.6
H 38.891 -41.113 30.934 1.2 -2.2 -1.8
H 40.072 -42.142 30.618 0.8 0.0 0.8
O 45.093 -40.014 32.999 0.9 -1.3 1.2
H 44.166 -39.806 32.632 2.2 -1.3 1.0
H 45.141 -40.861 33.486 -0.4 0.8 -0.6
O 38.263 -43.578 40.716 -3.2 1.3 -0.2
H 38.352 -42.936 39.960 -0.3 -1.1 1.4
H 39.158 -43.959 40.849 -1.5 1.6 0.5
O 42.353 -41.090 32.849 2.1 -5.2 0.9
H 41.750 -40.349 32.897 0.7 -1.6 -1.0
H 42.476 -41.528 33.830 -0.6 1.9 -2.9
O 36.809 -38.373 33.635 0.1 -2.5 -1.2
H 36.611 -39.401 33.454 0.1 3.7 1.5
H 36.406 -37.926 34.398 -0.1 -1.4 -0.4
O 44.125 -37.465 34.911 -9.5 4.2 1.2
H 43.586 -37.703 34.162 0.7 -0.6 -0.5
H 44.917 -37.746 34.926 8.8 -3.8 -0.7
O 40.335 -44.153 40.299 3.9 -0.5 -2.4
H 40.011 -45.029 40.291 0.2 -2.4 0.6
H 39.995 -43.966 39.386 0.9 0.9 0.6
O 38.082 -37.038 36.737 -1.7 -3.1 -0.6
H 37.084 -37.282 36.351 4.5 0.3 1.8
H 38.670 -37.917 36.985 -2.8 3.0 -1.1
O 35.609 -39.521 40.446 -0.4 -4.3 -4.3
H 36.248 -39.626 39.675 -1.0 0.5 1.7
H 35.769 -38.842 40.997 1.4 3.7 2.5
O 40.141 -38.598 38.161 -5.9 -8.5 0.3
H 40.058 -39.182 38.998 0.2 1.7 -2.0
H 40.688 -37.972 38.326 5.7 6.8 1.9
O 33.958 -40.973 36.773 -0.7 -0.9 -0.3
H 34.495 -40.250 37.132 -0.8 0.2 -0.9
H 33.338 -40.866 36.001 1.6 0.8 1.4
O 43.551 -38.819 31.929 -4.0 1.3 -0.5
H 43.798 -38.005 31.476 -0.6 -0.1 0.2
H 42.580 -38.916 32.266 2.5 1.1 -1.4
O 42.277 -41.705 35.521 0.6 3.8 1.8
H 41.439 -42.051 35.506 -2.7 -3.0 -0.8
H 41.866 -40.832 36.119 3.3 -2.7 -1.9
O 38.063 -43.884 32.911 -2.1 -1.7 -3.2
H 38.571 -43.536 33.602 1.8 -0.2 1.6
H 38.414 -44.692 32.454 0.0 1.6 1.3
O 40.377 -44.948 37.352 -0.7 -4.3 2.1
H 39.907 -45.868 37.730 2.1 3.6 -1.7
H 41.340 -45.051 37.539 -1.0 0.1 -0.2
O 37.714 -44.507 36.577 -1.5 -1.5 -0.1
H 38.395 -44.034 37.028 0.4 0.2 0.8
H 37.302 -45.130 37.204 0.2 0.7 -0.2
O 35.838 -42.610 35.539 0.1 0.4 -0.5
H 36.447 -43.338 35.776 -0.6 0.6 0.5
H 35.377 -42.114 36.250 0.6 -1.0 -0.2
O 42.634 -39.761 36.938 2.5 -3.5 0.6
H 42.076 -39.498 37.588 -2.7 1.4 3.2
H 42.623 -39.116 36.314 0.3 3.3 -3.2
O 39.626 -43.607 35.090 0.7 -0.9 2.3
H 39.413 -42.722 35.519 0.6 -3.3 -1.5
H 39.858 -44.275 35.886 -0.6 2.2 -2.8
```
Positions in Å, forces in eV/Å.

## Properties
Energy relative to the best compared isomer or geometry (same formula, charge and spin) (eV): 13.511
Charge: -1